Below is a structure of composition C40H97F3N3O20P3Pt at a distorted geometry, with properties calculated with the ωB97M-V functional and the def2-TZVPD basis.

As for the expectation value of S²: 2.0166. The HOMO energy (alpha / beta) comes out at -0.425 / -0.425 hartree. The total energy comes out at -4693.94462 a.u. The multiplicity is 3. The charge is +2.

XYZ file:
```
167
Properties=species:S:1:pos:R:3:forces:R:3
N -2.82970 -1.33393 -1.95893 0.409 1.405 0.432
H -3.49951 -0.45048 -1.96884 -0.620 -1.101 -0.866
H -2.48686 -1.65882 -2.85807 -0.972 -0.041 -0.204
H -3.35682 -2.02926 -1.36594 0.499 -0.135 -0.141
H -1.96912 -0.96881 -1.52288 -0.579 -0.566 0.663
Pt 0.49846 -2.87796 -3.27125 1.372 1.110 1.702
C 0.34092 -0.57836 -0.70867 -0.033 -1.191 1.659
O -0.91457 -0.48456 -0.13554 0.297 0.576 0.350
O 0.19261 -1.45357 -1.72569 0.328 -0.654 -2.117
C 0.96086 0.79059 -1.03216 -0.238 -0.149 -2.103
F 2.17559 0.63540 -1.53476 0.839 -0.402 0.355
F 0.26888 1.34572 -2.02988 -0.873 0.421 -0.100
F 0.97370 1.60379 -0.00906 0.300 0.111 0.441
C -0.97017 0.03017 1.19692 -1.247 0.380 1.334
C -2.36031 -0.21475 1.73273 -0.412 -0.424 -0.160
H -3.13222 0.38978 1.26275 0.038 0.121 -0.045
H -2.61411 -1.26931 1.58895 -0.108 0.065 0.003
H -2.39745 -0.03301 2.80567 0.045 0.217 -0.019
H -0.75459 1.09285 1.21419 0.140 -0.020 0.019
H -0.34630 -0.48796 1.93244 0.734 -0.181 -0.749
H 1.03512 -1.06255 0.01139 0.150 0.141 0.006
C 4.64987 1.22948 0.65196 -0.782 0.033 -0.624
C 5.47428 2.42929 0.17966 -0.151 -0.761 0.276
N 6.74276 2.46926 0.88403 0.273 0.676 0.781
C 6.58448 3.34915 2.07530 0.446 -0.602 -0.520
C 7.76248 3.25512 3.04146 0.193 -0.264 -0.828
C 7.85806 2.94868 0.08026 -0.267 -0.234 -0.614
C 8.28915 1.95137 -0.98940 0.507 0.895 -0.682
H 4.12935 1.39398 1.59675 0.372 -0.012 0.207
H 5.23297 0.31113 0.68401 0.174 0.074 0.150
H 3.85172 1.07325 -0.08206 0.037 -0.054 0.077
H 5.63304 2.31837 -0.89532 0.109 0.148 0.043
H 4.86292 3.32774 0.35635 0.234 0.183 -0.227
H 6.55023 4.38127 1.68905 -0.542 0.073 0.324
H 5.65457 3.03401 2.54508 -0.034 0.327 0.126
H 8.56861 3.85995 2.62905 0.094 0.248 0.459
H 7.50499 3.57503 4.04526 0.051 0.075 0.063
H 8.16352 2.23971 3.04340 -0.251 -0.102 0.293
H 8.71297 3.12177 0.72557 0.011 0.005 0.105
H 7.61697 3.92128 -0.38663 -0.008 -0.028 0.001
H 7.49042 1.65124 -1.67269 -0.149 -0.391 0.437
H 8.85848 1.12675 -0.56828 -0.367 -0.282 -0.023
H 8.96618 2.47086 -1.68062 0.151 -0.038 0.241
C -3.28414 1.95351 -2.99492 0.693 0.453 -0.253
C -4.19461 1.68673 -1.81368 -0.441 -0.028 -0.519
N -4.98545 0.44158 -1.97394 1.263 -0.007 0.643
C -5.74619 0.19816 -0.70481 0.237 0.242 -0.816
C -7.04704 0.99007 -0.60766 0.440 -0.194 0.349
C -5.81027 0.42559 -3.17459 -1.215 -0.127 0.169
C -6.49305 -0.91567 -3.43733 0.022 -0.096 -0.674
H -2.50698 2.68946 -2.76510 -0.388 0.269 0.230
H -3.83273 2.34160 -3.84827 0.079 -0.138 -0.173
H -2.65256 1.11023 -3.30213 -0.498 -0.291 -0.057
H -3.57427 1.60787 -0.91807 -0.257 -0.214 0.133
H -4.89123 2.52176 -1.67342 0.272 0.215 0.089
H -5.90693 -0.87493 -0.61530 -0.125 -0.043 0.094
H -5.04797 0.50702 0.07115 -0.181 -0.130 0.280
H -7.36425 0.98258 0.43343 -0.224 -0.070 -0.071
H -6.89486 2.03570 -0.87058 -0.076 0.025 -0.053
H -7.81208 0.54694 -1.23896 -0.186 0.113 0.058
H -5.25529 0.68383 -4.07372 0.318 0.085 0.226
H -6.62058 1.16300 -3.06530 0.261 0.158 -0.206
H -7.32109 -1.18610 -2.78214 0.381 0.044 0.455
H -5.75388 -1.72094 -3.51153 -0.168 -0.067 0.228
H -6.98009 -0.86191 -4.41595 0.191 0.065 -0.045
C -0.46650 -4.42219 1.50532 1.364 -0.320 -0.182
C -1.53906 -4.02542 0.52218 0.402 0.878 0.876
O -2.71464 -4.74822 0.88590 0.176 0.207 -0.410
P -4.10392 -4.37828 0.23043 -0.065 -1.508 0.485
O -4.18351 -3.00392 -0.26978 -0.141 0.757 -0.178
O -4.25410 -5.48892 -0.88636 -0.327 0.035 -0.312
C -5.19646 -5.25549 -1.96576 -0.093 0.173 -0.967
C -4.76756 -6.02249 -3.22189 0.746 0.322 0.415
O -5.12036 -4.76757 1.34297 -0.414 0.084 0.012
C -5.09928 -6.10455 1.95595 -0.044 -0.176 0.178
C -4.34602 -6.03548 3.26540 0.782 -0.075 0.214
H 0.50529 -3.96420 1.27216 -0.253 0.157 -0.326
H -0.64665 -4.09457 2.52807 -0.530 -0.150 -0.044
H -0.24288 -5.49055 1.49211 -0.350 -0.039 0.099
H -1.68645 -2.94775 0.67012 -0.388 -0.157 -0.196
H -1.26862 -4.13892 -0.53318 -0.012 -0.522 0.064
H -6.24022 -5.48386 -1.73882 0.261 -0.192 0.706
H -5.16362 -4.18667 -2.18650 -0.043 -0.035 0.071
H -4.71622 -5.28576 -4.02223 -0.107 -0.357 -0.336
H -3.75844 -6.41176 -3.06441 0.012 0.108 -0.041
H -5.36849 -6.88007 -3.50344 -0.336 0.145 0.082
H -6.13073 -6.40633 2.13339 -0.106 0.447 -0.058
H -4.73478 -6.84697 1.24354 0.430 0.289 -0.004
H -3.90876 -6.99227 3.56298 -0.648 -0.220 0.010
H -3.44332 -5.42661 3.21482 -0.184 0.320 -0.363
H -4.96533 -5.62424 4.05810 -0.048 -0.146 0.061
C 3.98140 -3.37623 1.60711 0.427 0.489 0.075
C 3.23274 -3.31786 0.28476 0.767 -0.201 0.507
O 4.01417 -2.60743 -0.72431 -0.234 -0.434 0.160
P 3.94103 -3.12207 -2.21435 1.235 0.533 0.988
O 2.57909 -2.98966 -2.78061 -1.483 -0.272 -0.781
O 5.02639 -2.28600 -2.92949 -0.175 -0.037 -0.360
C 4.79057 -0.92592 -3.39544 0.212 0.664 0.391
C 5.34621 -0.72470 -4.77577 -0.048 0.226 -0.480
O 4.45920 -4.57662 -2.20719 -0.239 -0.332 -0.141
C 5.85325 -4.88037 -1.90108 0.917 -0.641 0.116
C 5.95631 -6.34004 -1.51500 -0.906 -0.202 -0.583
H 4.76426 -4.13644 1.63148 -0.073 -0.046 -0.371
H 4.48738 -2.43129 1.82171 -0.319 0.041 0.143
H 3.29915 -3.64805 2.41374 -0.095 0.225 -0.019
H 3.11416 -4.37633 0.03334 -0.564 0.294 -0.649
H 2.30314 -2.75577 0.35288 -0.178 -0.349 0.137
H 3.73020 -0.69812 -3.35528 -0.276 -0.276 -0.130
H 5.25040 -0.26358 -2.65937 0.153 -0.098 -0.052
H 6.40298 -0.46646 -4.80960 0.066 -0.289 0.235
H 5.16430 -1.59488 -5.40649 0.022 -0.030 0.049
H 4.83410 0.11854 -5.24059 -0.088 0.062 0.033
H 6.42991 -4.70911 -2.80906 -0.072 0.213 0.037
H 6.25513 -4.25836 -1.09782 -0.409 0.303 -0.114
H 5.29863 -6.58879 -0.68078 0.224 0.119 0.180
H 5.59365 -6.93295 -2.35923 0.144 -0.078 0.054
H 6.97779 -6.64470 -1.30957 0.080 0.177 0.115
C -3.58062 3.14777 6.15823 0.288 -0.256 -1.283
C -3.36523 4.03360 4.92095 1.723 0.066 -0.071
O -4.48142 4.18630 4.02623 -0.024 0.032 0.151
P -4.66662 3.17006 2.81035 0.709 0.209 1.380
O -5.77457 3.54243 1.95786 -0.655 0.169 -0.632
O -3.23403 3.09304 2.11954 -0.043 0.115 -0.180
C -2.89791 4.25750 1.32663 0.626 0.505 -0.320
C -1.97754 3.82929 0.19376 -1.370 -0.573 -0.415
O -4.73221 1.74353 3.49720 0.438 0.333 0.097
C -5.88132 1.49910 4.32671 -0.879 -1.883 -0.003
C -6.99545 0.90116 3.47335 -1.268 0.881 1.313
H -2.95865 3.53450 6.96021 -0.528 0.190 0.353
H -4.65147 3.08141 6.33146 0.115 0.185 0.693
H -3.19769 2.13913 5.97929 -0.266 -0.029 -0.123
H -2.97229 5.00466 5.23879 -1.033 0.311 -0.079
H -2.49523 3.70579 4.33150 -0.309 -0.465 0.078
H -3.80565 4.77723 1.01626 -0.053 -0.320 -0.349
H -2.34030 5.01894 1.88711 -0.134 -0.488 0.601
H -1.65900 4.71376 -0.35494 0.624 -0.087 0.242
H -1.21613 3.15855 0.58985 0.488 0.590 -0.024
H -2.51279 3.22307 -0.55011 -0.057 0.196 0.265
H -5.60504 0.73098 5.04979 0.461 0.137 0.011
H -6.25513 2.31962 4.93398 0.409 0.642 -0.507
H -7.13733 1.52750 2.59731 0.179 -0.557 -0.466
H -6.98036 -0.18228 3.39883 0.603 0.030 -0.795
H -7.93825 1.04711 4.02535 0.161 0.117 0.041
C 3.69166 3.53716 -2.93363 -0.038 -0.273 1.346
O 3.10315 4.37182 -3.90182 -0.033 0.274 0.347
C 3.37701 4.11058 -5.16896 0.463 -0.908 -0.526
O 3.90235 3.10868 -5.59543 -0.022 -0.156 0.351
O 2.98574 5.12648 -5.88754 -0.616 0.985 -0.214
C 3.05913 5.00558 -7.30094 0.519 -0.192 -0.727
H 3.09570 2.65147 -2.70124 -0.026 -0.119 -0.573
H 3.67345 4.09900 -1.99943 0.143 0.232 -0.139
H 4.72081 3.24955 -3.13557 -0.042 0.071 -0.375
H 3.94374 4.44205 -7.59815 -0.093 -0.072 0.122
H 3.15347 6.00146 -7.72121 -0.166 0.134 0.227
H 2.17325 4.52051 -7.70921 -0.052 -0.017 0.186
C 1.77276 0.23335 3.76089 -1.696 -0.276 -0.470
O 2.83386 1.12033 3.92532 0.959 -0.115 0.208
C 2.55871 2.42474 3.98130 0.042 0.122 -0.770
O 1.47582 2.91155 3.85614 -0.937 0.166 0.221
O 3.69151 3.09655 4.07284 0.537 -0.490 0.394
C 3.56727 4.45643 4.43025 0.081 1.625 -0.139
H 1.69584 -0.15950 2.74062 0.689 -0.025 -0.044
H 0.80291 0.72444 3.87942 0.171 0.175 0.407
H 1.83374 -0.59366 4.46016 0.311 0.024 0.116
H 4.49491 4.98212 4.20980 0.274 -0.520 0.000
H 3.36315 4.60141 5.48942 -0.139 -0.327 0.037
H 2.82051 4.99060 3.84369 -0.278 -0.374 0.030
```
Positions in Å, forces in eV/Å.

Mulliken population analysis, charges in e, atoms 1 to 2: 0.81, 0.39